A cluster of 2 separate species, C2H5N3 in total at a distorted geometry. Source: the OMol25 dataset; level of theory: ωB97M-V/def2-TZVPD.

Geometry as ORCA input:
```
! RIJCOSX wB97M-V def2-TZVPD def2/J DEFGRID3
* xyz 0 1
C 1.92 0.66 -0.06
C 1.25 -0.35 -0.04
N -1.30 0.76 -0.03
N 0.44 -1.34 0.14
N -1.36 -0.54 -0.10
H 2.67 1.45 0.07
H -0.63 1.00 -0.78
H -1.46 1.38 0.82
H 0.30 -2.00 -0.63
H -1.82 -1.04 0.62
*
```

Energy above the lowest of the compared OMol25 structures with the same formula, charge and spin: 479.7 kJ/mol

Atom charges from the Löwdin analysis, given in e for atoms 1 to 4: atom 1 (C): 0.061, atom 2 (C): -0.419, atom 3 (N): -0.041, atom 4 (N): 0.015